Computed, not measured: a structure of composition C5H10BrCoO3, with the ωB97M-V functional and the def2-TZVPD basis.

Each line ends with the Mulliken spin population.
Cartesian coordinates (Å):
Br -19.5131 16.0986 2.3405  0.3744
Co -18.4565 14.4079 3.6748  2.6225
O -17.3593 13.1387 -1.2763  0.0000
O -15.5951 14.1602 -0.4462  0.0002
O -18.8120 18.4803 -0.7181  0.0009
C -16.7774 14.1750 -1.0555  0.0005
C -15.2451 15.4726 0.0424  0.0010
C -16.5229 16.2794 -0.0796  0.0002
C -19.4222 19.7684 -0.6195  0.0004
C -17.2450 15.6256 -1.2895  -0.0011
H -15.0553 15.3919 1.1169  0.0002
H -16.2287 17.3161 -0.2549  0.0002
H -18.9250 17.9425 0.0661  -0.0019
H -19.1079 20.3354 -1.4884  0.0001
H -17.2007 16.2511 0.7717  0.0016
H -18.3232 15.7441 -1.2193  0.0008
H -20.5108 19.7935 -0.5486  -0.0001
H -17.0118 15.9745 -2.2936  -0.0001
H -14.3663 15.7920 -0.5083  0.0003
H -19.0200 20.2229 0.2914  0.0000

Forces on the atoms, in the same order (eV/Å):
Br 1.0 -1.9 1.6
Co -1.1 1.8 -1.6
O 0.3 0.9 -0.1
O 0.8 0.2 0.7
O -0.2 -0.3 -0.8
C -1.6 -0.8 -0.7
C -0.8 -0.8 0.9
C 0.3 1.2 -2.1
C 0.6 0.0 1.0
C 0.1 -0.4 1.0
H 0.7 -0.2 -0.2
H -0.4 0.1 0.0
H -0.3 0.3 0.2
H 0.0 0.0 0.0
H 0.4 -0.2 0.2
H -0.1 -0.4 0.1
H 0.0 -0.4 -0.2
H 0.6 0.1 0.1
H -0.1 0.4 0.0
H -0.1 0.5 -0.2

For the energy above the lowest of the compared OMol25 structures with the same formula, charge and spin, the calculation gives 2.03 kcal/mol. The total charge is +1. As for the electronic energy: -119147.5087 eV. The value obtained for the largest force on an atom is 0.0520 hartree/bohr. The multiplicity is 4.



Computed, not measured: a cluster of 11 separate species, C41H49F3N8O9 in total, with the ωB97M-V functional and the def2-TZVPD basis.

Each line ends with the Mulliken spin population.
Cartesian coordinates (Å):
F 3.7755 2.2989 0.3546  0.0000
F 3.1481 -6.3476 1.1897  0.0000
F 5.7864 -1.1862 -3.2976  0.0000
O 0.0737 -4.0865 -1.1347  0.0003
O 4.6286 1.2136 3.5255  0.0000
O 3.9640 -1.9016 -2.1637  0.0001
O 3.9373 0.0335 -1.1934  0.0001
O 5.6061 2.9825 4.4228  0.0000
O 1.7414 -4.8239 0.2109  0.0000
O 2.6926 -1.6693 -0.2634  -0.0001
O 5.0917 2.8849 2.1968  0.0000
O -0.1011 -5.9443 0.3435  0.0000
N 3.7093 -3.0752 2.4700  0.0000
N 0.4602 3.1387 -3.1001  -0.0003
N -5.5592 -0.0951 3.8152  0.0000
N -6.4693 4.2727 -1.1061  0.0000
N -0.4962 1.5060 4.3054  0.0000
N -0.6575 1.6512 -0.0577  -0.0002
N 1.1643 -0.3421 -4.9570  -0.0009
N -2.2381 -0.9541 -5.2135  -0.0815
C -3.6324 -1.2025 4.0014  0.0000
C -4.8046 2.7684 -1.5882  -0.0089
C -4.2510 -0.6044 -6.1520  0.1944
C -3.6789 -0.6179 2.7518  -0.0001
C 0.7213 -1.6255 -3.1864  -0.0016
C -5.2556 4.0890 -1.6919  0.0007
C 2.5666 -2.3317 2.9100  0.0001
C -1.3766 0.5205 -0.3977  0.0012
C -3.0374 -0.4165 -4.2252  0.2528
C -2.9271 -1.1242 -6.3803  0.3778
C 0.5408 2.3039 4.2900  -0.0001
C 4.2758 0.3973 -2.4827  -0.0003
C 0.3467 -0.0020 0.8968  -0.0004
C 0.6783 2.8038 5.5343  0.0001
C 0.5264 -4.8011 -0.1944  0.0000
C 3.3635 -1.2213 -1.1569  -0.0001
C 0.7732 3.8413 -1.8654  0.0010
C -0.7670 -0.6002 0.2329  0.0009
C -6.8480 3.0369 -0.6140  0.0002
C -5.8384 2.0890 -0.8491  -0.0002
C 0.3395 1.4042 0.8205  -0.0006
C 4.2379 -2.0883 4.4455  0.0000
C -4.9130 0.1042 2.6099  0.0000
C 1.8611 -5.7874 1.2667  0.0000
C -4.2940 -0.1167 -4.7984  0.0336
C -1.3847 4.1316 -2.2374  0.0003
C -0.8553 3.2500 -3.1770  0.0024
C -0.3509 4.5539 -1.4189  -0.0003
C 4.6110 1.8445 1.3366  0.0000
C 1.1376 -1.7084 -5.3347  0.0010
C 5.1605 2.3636 3.4706  0.0000
C 4.4850 -1.0084 -3.1196  0.0000
C 3.8135 0.9798 2.3642  0.0000
C 2.8698 -1.9349 4.1465  -0.0001
C -0.9940 1.3990 5.4908  0.0000
C -4.8191 -0.9516 4.5847  0.0000
C 1.2742 -2.4383 -4.1793  0.0002
C -0.2267 2.1885 6.4112  0.0000
C 4.7278 -2.9712 3.4457  0.0000
C 0.9117 -6.8109 0.7548  0.0000
C 0.8172 -0.3154 -3.6085  0.0002
H 1.4299 -1.9633 -6.3427  -0.0005
H -1.2762 2.7831 -4.0552  -0.0014
H 4.8639 -1.7539 5.2595  0.0000
H -2.4960 -1.6273 -7.2332  0.0091
H -2.3870 4.4686 -2.0180  -0.0002
H 2.2684 -1.2207 4.6893  0.0000
H -0.9923 -1.6564 0.2232  -0.0005
H 5.3694 1.1838 0.9167  0.0000
H -2.6756 -0.2967 -3.2146  0.1820
H -2.1882 0.7236 -1.0806  0.0016
H -1.7599 0.7042 5.8025  0.0000
H 1.6309 -5.3275 2.2277  0.0000
H -7.8168 2.9552 -0.1438  0.0000
H 5.7342 -3.3246 3.2762  0.0000
H -5.2444 0.1713 -4.3737  -0.0045
H -0.8265 2.5940 -0.3783  -0.0001
H 0.9448 2.2338 1.1549  0.0001
H 2.8672 1.4828 2.5634  0.0000
H -5.3071 -1.3530 5.4606  0.0000
H -2.8507 -1.7407 4.5169  0.0000
H 3.8248 -0.0555 2.0232  0.0001
H 1.6596 -2.3299 2.3237  0.0000
H -7.0274 5.1144 -1.0874  0.0000
H -2.8000 -0.5436 2.1286  0.0000
H -1.2510 -1.1533 -5.1359  0.0247
H 0.7308 -7.6110 1.4726  0.0000
H -3.9073 2.4295 -2.0845  0.0092
H 1.4715 -3.4970 -4.0980  0.0000
H -5.0864 -0.6608 -6.8342  0.0045
H -0.3230 2.3831 7.4692  0.0000
H -5.8822 1.0319 -0.6321  -0.0001
H 1.1316 2.6515 -3.6762  0.0003
H 1.4358 3.4963 5.8704  0.0000
H 0.3994 -1.8928 -2.1907  0.0018
H -0.6195 0.8613 3.5377  0.0000
H 0.7475 0.6185 -3.0705  0.0014
H -0.3522 5.1474 -0.5166  0.0000
H 1.0922 -0.5883 1.4134  0.0002
H -4.7226 4.9077 -2.1524  0.0000
H 5.1119 1.0903 -2.5762  0.0000
H -6.4446 0.2964 4.1033  0.0000
H 1.2539 -7.3407 -0.1342  0.0000
H 3.3101 0.7966 -2.7927  0.0003
H 1.7631 3.8592 -1.4338  0.0000
H -5.3144 0.8587 1.9496  0.0000
H 4.1449 -1.1213 -4.1490  0.0000
H 1.2976 0.5206 -5.4650  0.0001
H 1.1455 2.3663 3.3973  0.0000
H 3.8803 -3.6177 1.6354  0.0000

Forces on the atoms, in the same order (eV/Å):
F 0.6 0.5 0.4
F -1.2 1.4 0.6
F 2.2 -0.9 0.5
O 1.3 -2.6 4.4
O -1.5 -3.6 0.3
O -0.9 -0.6 -1.2
O -0.9 -0.3 3.0
O -0.6 -1.2 -2.2
O 2.6 1.4 1.4
O 1.0 0.7 -1.9
O 0.2 -0.5 -1.2
O -2.2 1.8 -0.9
N 0.7 0.5 1.4
N 1.8 1.8 4.8
N 0.3 -0.7 -0.7
N 0.6 -1.9 0.1
N -0.7 -2.2 -3.4
N -1.0 0.1 0.0
N -1.5 -0.6 1.1
N -0.3 -0.1 -0.5
C 0.1 -0.9 0.8
C -1.8 1.5 0.4
C 0.2 0.6 2.3
C -0.7 2.3 -1.7
C 0.9 1.4 2.1
C 1.3 0.0 -0.7
C 1.5 -3.0 -1.9
C 1.0 -0.1 0.4
C 0.2 0.0 -1.0
C -0.4 0.6 1.6
C 2.2 1.6 -1.2
C -1.7 -1.2 -1.0
C 0.6 0.0 1.5
C 1.9 1.2 1.8
C -3.4 -0.1 -4.7
C 1.5 0.3 1.7
C 0.4 0.7 -1.2
C 0.3 2.9 -0.8
C 0.3 -0.4 0.2
C -0.6 1.2 -0.7
C -0.3 -2.3 -1.2
C 1.3 -3.0 -1.6
C 1.6 -0.8 1.5
C 2.2 -1.7 -1.3
C -0.6 -1.7 -3.1
C -0.9 -0.4 -0.6
C -2.6 0.3 -1.9
C 2.8 -1.9 -0.3
C -1.4 -1.0 1.7
C 3.1 1.4 -1.0
C 1.6 4.4 2.0
C -0.3 1.6 -0.5
C 1.2 1.2 -1.0
C -0.1 3.3 1.6
C -1.0 -0.3 6.0
C -2.0 0.6 1.4
C -2.6 -1.0 -1.0
C -1.3 -0.6 -2.6
C -1.9 2.2 -0.1
C 0.6 -0.7 0.3
C 0.1 -0.2 -0.7
H 0.1 0.0 0.0
H -0.7 0.1 0.1
H -0.5 0.1 0.2
H 0.0 0.1 0.0
H -0.2 -0.4 -0.7
H -0.4 -0.2 0.2
H -0.2 0.2 -0.2
H 0.5 0.8 -0.4
H 0.1 0.0 0.0
H -0.2 -0.5 0.2
H -0.2 0.0 -0.6
H 0.4 -0.1 0.1
H 0.2 -0.2 0.1
H -0.2 -0.2 -0.1
H 0.4 0.4 0.5
H -0.4 -0.2 -0.2
H 0.2 -0.4 0.1
H -0.3 -0.7 -0.2
H 0.4 0.1 0.2
H 0.1 -0.2 -0.5
H -0.4 0.0 0.7
H 0.2 0.0 0.1
H 0.3 -0.2 0.0
H -0.3 0.0 -0.5
H 0.4 -0.2 0.4
H -1.1 0.5 0.3
H 0.0 -0.2 0.4
H -0.3 0.0 -0.1
H 0.2 0.1 0.0
H -0.3 -0.2 -0.2
H -0.1 0.1 0.2
H -0.4 0.1 0.2
H 0.1 0.0 -0.2
H 0.4 -0.2 0.1
H -0.6 0.0 0.1
H -0.3 -0.2 0.1
H -0.2 0.1 -0.2
H -0.1 0.2 0.1
H -0.2 0.1 0.0
H -0.1 -0.3 0.2
H 0.2 -0.2 -0.3
H 0.7 0.2 0.0
H 0.4 0.7 -1.2
H 0.1 -0.1 -0.3
H 0.4 -0.3 -0.3
H -1.3 -0.3 0.4
H -0.1 -0.6 -0.5
H -0.1 0.4 0.2
H -0.6 0.3 0.0

The total charge is +1. As for the electronic energy: -81797.9943 eV. The value obtained for the largest force on an atom is 0.1185 hartree/bohr. The multiplicity is 2.



Computed, not measured: a cluster of 5 separate species, C30H50BrNO7 in total, with the ωB97M-V functional and the def2-TZVPD basis.

Each line ends with the Mulliken charge.
Cartesian coordinates (Å):
Br -2.3628 -1.4303 0.0086  -0.1180
O 2.8173 -0.4959 -2.7715  -0.5925
O -7.2148 -1.5543 2.0121  -0.3005
O -0.7448 1.5803 -0.6653  -0.5712
O -5.7641 1.9126 5.3845  -0.2673
O 6.3459 -2.1854 -0.9824  -0.4398
O 10.5033 0.5125 0.3657  -0.3298
O -3.9131 1.3547 -4.4256  -0.5524
N 0.7502 -1.3201 -3.6351  0.4887
C -4.6731 2.0700 6.3023  -0.4898
C -4.3594 -1.3156 -2.6854  0.6351
C -1.4150 1.0390 -4.2266  -0.4918
C -0.5270 1.0835 -3.1139  0.9271
C 7.4590 -0.1768 -0.4001  -0.2622
C -2.9603 0.8109 -3.8402  0.0739
C -2.2937 -0.2089 -1.5311  -0.2281
C -3.1902 -0.2378 -2.6363  -0.0486
C 1.0205 -1.7904 -5.0216  -0.9573
C -5.7778 -0.7756 -2.1322  -0.3802
C 11.3973 1.4469 0.9870  -0.4930
C 12.0138 1.3078 -1.2792  -0.6094
C 0.6600 -2.4305 -2.6481  -0.7720
C 12.6113 1.5592 0.0868  -0.5354
C 5.3689 -1.1370 -0.9022  -0.1547
C -4.2623 3.5286 6.2497  -0.5448
C 1.6630 -0.2513 -3.2074  0.1748
C -6.2883 -1.8762 -1.0553  -0.9074
C 10.9554 0.2654 -0.9744  -0.2503
C 1.0681 1.2571 -3.2902  -0.8650
C -5.5713 4.2122 5.9215  -0.5763
C -4.5363 -1.7582 -4.2453  -1.4186
C 5.9881 -0.0247 -0.0786  -0.6306
C 7.6037 -1.6817 -0.5122  -0.4314
C -8.1421 -1.5270 4.1925  -0.6528
C -6.8778 -0.6957 4.1945  0.0203
C -1.1417 0.9114 -1.6343  0.2058
C -8.4649 -1.6058 2.7128  -0.5450
C -6.2231 3.2121 4.9869  -0.4665
C -6.1840 -1.1752 2.9352  -0.5092
H -4.8820 -2.8578 -4.2783  0.3658
H 10.8746 2.4061 1.0697  0.2775
H -0.1091 -3.2051 -3.0083  0.2802
H 8.1202 0.2596 0.3487  0.2682
H 8.3984 -1.9769 -1.2017  0.2357
H 7.6777 0.2925 -1.3654  0.1784
H -3.5509 -1.7307 -4.8208  0.2702
H -8.9967 -2.5227 2.4477  0.3314
H -6.4071 -2.9029 -1.5336  0.2778
H 13.3302 0.7696 0.3286  0.2585
H 11.5408 2.2225 -1.6511  0.2830
H -3.8049 3.8761 7.1775  0.3294
H 1.9558 -2.4283 -5.1399  0.2809
H 0.0635 -2.2938 -5.3998  0.2869
H -5.3294 -1.1097 -4.7620  0.3342
H -6.2694 -0.8235 5.0906  0.2958
H 1.6566 -2.8870 -2.3422  0.2541
H 11.3731 -0.7466 -1.0056  0.2403
H -5.4512 5.1993 5.4721  0.3244
H 7.8028 -2.1356 0.4646  0.2753
H -7.1302 0.3636 4.1013  -0.0418
H -8.9525 -1.0966 4.7831  0.3300
H -5.5695 -2.0607 3.1329  0.2212
H -7.3141 3.2457 5.0303  0.2877
H 5.8203 -0.2106 0.9875  0.3127
H 1.5238 1.9176 -2.4802  0.3127
H 1.1524 -0.8453 -5.6706  0.3018
H -9.0656 -0.7483 2.3906  0.2852
H -5.4494 -1.9760 -0.2785  0.1504
H 10.1087 0.3142 -1.6629  0.1858
H 12.7399 0.9730 -2.0217  0.3448
H -5.7166 0.2685 -1.6883  0.3136
H -7.2895 -1.5982 -0.5808  0.2872
H 13.1186 2.5214 0.1743  0.3292
H 5.5843 0.9597 -0.3212  0.3405
H -3.8601 1.3951 6.0249  0.2733
H 4.4485 -1.5248 -0.4603  0.2439
H -5.0314 1.7934 7.2997  0.2832
H 5.1523 -0.8024 -1.9210  0.0946
H -6.1717 4.3206 6.8308  0.2707
H -5.5521 -0.4061 2.4852  0.2733
H -6.5074 -0.8208 -3.0028  0.2930
H -7.9287 -2.5279 4.5823  0.2840
H 11.6504 1.1005 1.9913  0.2772
H -4.1011 -2.2956 -2.1403  0.5683
H -3.5473 3.6863 5.4358  0.2700
H -5.9097 3.3754 3.9500  0.3163
H -1.0607 1.1567 -5.2994  0.3316
H 0.2007 -1.9850 -1.6874  0.1408
H 1.3271 1.6920 -4.3212  0.3367

Forces on the atoms, in the same order (eV/Å):
Br 0.1 1.3 -1.3
O -4.1 1.1 -1.4
O -0.1 0.1 0.4
O -1.0 -2.1 -3.0
O 0.2 0.4 0.2
O 0.1 0.2 0.1
O 0.4 0.2 -0.2
O 2.9 -1.7 1.7
N 0.9 -0.2 0.2
C -0.1 -0.3 0.1
C -0.2 0.4 -1.8
C 0.7 0.0 3.4
C -1.4 0.3 -2.2
C 0.2 0.3 -0.1
C -0.6 0.3 -0.8
C -0.8 1.3 -3.2
C 1.3 -0.8 2.7
C -0.5 1.1 -0.8
C -0.1 -1.7 0.2
C -0.3 0.1 0.2
C -0.1 0.3 -0.4
C -0.7 0.2 1.2
C 0.4 -0.1 0.2
C -0.1 -0.1 -0.4
C 0.4 0.1 -0.1
C 2.8 -0.5 1.0
C 0.5 0.6 -0.1
C -0.1 -0.3 0.1
C -1.1 -1.0 0.1
C -0.3 0.3 0.2
C -0.3 -0.5 0.3
C -0.2 0.0 0.3
C 0.0 -0.3 0.1
C -0.1 -0.4 0.2
C 0.0 0.4 0.0
C 0.5 0.3 1.3
C -0.1 0.1 -0.3
C 0.0 -0.2 -0.3
C 0.2 -0.2 -0.1
H 0.4 1.7 0.1
H 0.1 0.0 0.1
H 1.4 1.1 0.3
H 0.0 -0.1 -0.1
H -0.1 -0.1 0.0
H 0.0 0.0 0.0
H -1.3 0.1 0.7
H 0.1 0.0 -0.1
H 0.2 1.3 0.3
H 0.0 0.1 0.0
H 0.0 -0.1 0.0
H 0.0 -0.1 -0.1
H -1.2 0.6 0.2
H 1.6 0.4 0.5
H 1.4 -0.9 0.7
H 0.0 0.1 -0.1
H -1.2 0.4 -0.7
H 0.0 0.0 -0.1
H 0.0 -0.1 0.0
H 0.1 0.0 0.0
H 0.1 -0.1 0.1
H 0.0 0.0 -0.1
H 0.1 0.0 0.0
H 0.0 -0.1 0.0
H 0.0 0.0 -0.1
H -0.6 -1.1 -1.1
H -0.1 -1.5 0.8
H -0.1 0.0 0.1
H -1.6 0.2 -0.8
H 0.0 0.0 0.1
H -0.1 0.0 0.0
H -0.1 -1.4 -0.6
H 1.6 -0.3 -0.5
H 0.0 -0.1 0.0
H 0.0 -0.1 0.0
H -0.1 0.0 0.0
H 0.1 -0.1 -0.1
H 0.1 0.0 0.0
H -0.1 0.0 0.1
H 0.0 0.0 -0.1
H -0.1 -0.1 -0.1
H 0.9 0.5 1.1
H -0.1 0.0 0.0
H -0.1 0.0 0.0
H 0.1 1.9 -0.5
H 0.0 0.0 0.1
H -0.1 0.1 0.0
H -0.7 0.0 1.6
H 0.7 -0.7 -1.4
H -0.5 -0.7 1.5

The total charge is 0. As for the electronic energy: -117779.2095 eV. The value obtained for the largest force on an atom is 0.0874 hartree/bohr. The SMILES is CC[C@@H](C)C1=C(Br)C(=O)C(CC(=O)N(C)C)=CC1=O.C1CCOC1.C1CCOC1.C1CCOC1.C1CCOC1.